ORCA calculation (ωB97M-V/def2-TZVPD) on C21H43Br19IS as an isolated structure in a non-equilibrium geometry.

Each line ends with the Mulliken charge.
Geometry (Å):
C1 2.37 1.69 3.16  -0.62
C2 2.10 2.34 1.79  -0.51
C3 3.22 1.88 0.86  -0.94
I1 2.71 -0.08 0.08  0.35
S1 3.43 2.95 -0.64  0.05
Br1 5.24 4.27 -0.38  -0.07
H1 2.89 2.39 3.78  0.42
H2 3.02 0.85 3.03  0.53
H3 1.46 1.35 3.60  -0.56
H4 1.17 1.97 1.43  0.32
H5 2.02 3.41 1.87  0.50
H6 4.13 1.84 1.43  0.72
H7 3.80 2.04 -1.63  0.22
Br2 0.45 -3.80 -1.00  -0.14
C4 1.89 -4.94 -0.36  0.17
C5 3.19 -4.64 -1.05  -0.36
Br3 3.24 -5.40 -2.84  -0.11
H8 1.57 -5.97 -0.48  0.44
H9 1.96 -4.70 0.70  -0.42
H10 4.02 -5.11 -0.52  0.24
H11 3.38 -3.58 -1.16  0.22
Br4 -1.01 -0.35 3.20  -0.03
C6 -1.00 -0.42 5.15  -0.67
C7 0.22 0.25 5.73  -0.45
Br5 1.80 -0.87 5.57  -0.07
H12 -1.09 -1.46 5.43  0.47
H13 -1.90 0.11 5.46  0.24
H14 0.09 0.41 6.80  0.43
H15 0.45 1.20 5.25  0.23
Br6 1.98 -4.56 3.37  -0.13
C8 3.83 -3.94 3.31  -0.36
C9 4.61 -4.44 4.49  -0.60
Br7 4.16 -3.43 6.08  -0.15
H16 3.79 -2.86 3.26  0.26
H17 4.23 -4.33 2.38  0.18
H18 5.68 -4.29 4.33  0.38
H19 4.43 -5.49 4.70  0.40
Br8 3.80 -8.78 -4.76  -0.12
C10 5.66 -8.18 -4.71  -0.60
C11 6.40 -8.79 -3.55  -0.57
Br9 5.93 -7.92 -1.87  -0.13
H20 5.64 -7.10 -4.68  0.34
H21 6.09 -8.51 -5.65  0.35
H22 7.47 -8.64 -3.66  0.34
H23 6.20 -9.85 -3.42  0.38
Br10 0.18 2.16 -5.39  -0.11
C12 2.00 2.82 -5.49  -0.67
C13 2.82 2.21 -4.39  -0.66
Br11 2.42 3.06 -2.64  0.18
H24 1.96 3.90 -5.44  0.39
H25 2.38 2.52 -6.46  0.39
H26 3.89 2.38 -4.55  0.44
H27 2.64 1.14 -4.26  0.45
Br12 -2.66 -0.04 -0.11  -0.11
C14 -4.09 -0.64 1.08  -0.56
C15 -5.43 -0.10 0.67  -0.61
Br13 -5.64 1.77 1.17  -0.14
H28 -3.80 -0.34 2.08  0.25
H29 -4.08 -1.72 1.01  0.38
H30 -6.23 -0.62 1.19  0.39
H31 -5.61 -0.16 -0.40  0.40
Br14 -9.68 5.89 -0.28  -0.13
C16 -8.27 4.67 -0.85  -0.45
C17 -8.83 3.43 -1.49  -0.52
Br15 -9.53 2.20 -0.15  -0.14
H32 -7.66 4.46 0.02  0.24
H33 -7.68 5.24 -1.57  0.33
H34 -8.05 2.88 -2.00  0.24
H35 -9.64 3.64 -2.18  0.42
Br16 -0.21 4.74 4.00  -0.17
C18 -1.48 4.16 2.64  -0.51
C19 -2.86 3.96 3.22  -0.37
Br17 -2.96 2.30 4.23  -0.11
H36 -1.08 3.25 2.21  0.17
H37 -1.49 4.95 1.90  0.44
H38 -3.59 3.85 2.42  0.15
H39 -3.16 4.75 3.88  0.44
Br18 -3.60 6.06 -4.46  -0.14
C20 -3.08 4.27 -5.01  -0.47
C21 -4.18 3.27 -4.76  -0.62
Br19 -4.30 2.81 -2.87  -0.06
H40 -2.17 4.03 -4.47  0.22
H41 -2.86 4.34 -6.07  0.36
H42 -3.96 2.33 -5.27  0.35
H43 -5.15 3.63 -5.07  0.38

Values from the calculation:
Maximum force ... 0.150 Eh/bohr
Net charge ... +1
Total energy ... -1372208.27187 eV
Gap between HOMO and LUMO ... 5.800 eV
2S+1 ... 1